43
Properties=species:S:1:pos:R:3:lowdin_charge:R:1 method="wB97M-V/def2-TZVPD" e_above_lowest_kcal_mol=372.0 smiles=C#CCc1cc(O)cc2nsnc12.CCCC#N.CCCC#N energy_ha=-1351.69853 orbital_gap_ev=6.8 lumo_energy_ev=-1.3568
C -1.174 3.950 2.184 0.028
C -1.302 2.618 1.686 -0.093
C -1.051 1.057 1.148 -0.188
C 0.590 0.742 1.093 -0.074
C 1.526 2.014 0.597 0.037
C 3.183 1.891 0.532 -0.161
O 4.021 3.027 0.103 -0.064
C 3.816 0.437 0.961 0.033
C 2.812 -0.794 1.447 -0.208
N 3.211 -2.191 1.909 -0.301
S 1.726 -3.063 2.305 0.825
N 0.371 -1.952 1.987 -0.263
C 1.169 -0.730 1.528 -0.224
H -0.894 4.954 2.763 0.052
H -1.535 0.873 0.098 0.110
H -1.568 0.333 1.943 0.077
H 1.074 3.061 0.292 0.065
H 3.491 3.873 0.221 0.118
H 4.981 0.264 0.919 0.101
C 1.860 1.102 -3.331 -0.105
C 1.037 1.957 -4.287 -0.268
C 1.268 3.456 -4.102 -0.192
C 0.830 3.928 -2.782 -0.205
N 0.491 4.295 -1.734 0.152
H 1.590 1.295 -2.287 0.054
H 1.684 0.041 -3.528 0.076
H 2.930 1.298 -3.452 0.080
H -0.026 1.719 -4.159 0.114
H 1.304 1.685 -5.315 0.109
H 0.712 3.998 -4.877 0.119
H 2.328 3.692 -4.249 0.123
C -2.598 -4.817 2.621 -0.114
C -3.906 -4.637 1.862 -0.270
C -3.790 -3.666 0.687 -0.192
C -3.474 -2.300 1.123 -0.196
N -3.215 -1.223 1.471 0.164
H -2.264 -3.877 3.073 0.069
H -2.728 -5.545 3.427 0.074
H -1.807 -5.180 1.958 0.075
H -4.683 -4.297 2.557 0.114
H -4.225 -5.614 1.479 0.109
H -4.741 -3.656 0.141 0.119
H -3.025 -4.019 -0.015 0.122

=====

43
Properties=species:S:1:pos:R:3:lowdin_charge:R:1 method="wB97M-V/def2-TZVPD" e_above_lowest_kcal_mol=40.4 smiles="CCN(CC)CCCNC1=C(Cl)C(=O)c2ccccc2C1=O" energy_ha=-1380.57234 orbital_gap_ev=6.8 lumo_energy_ev=-1.2653
C 2.301 -0.397 0.928 -0.065
H 2.832 -0.506 -0.014 0.076
H 2.993 -0.034 1.684 0.076
H 1.521 0.349 0.797 0.054
C 1.709 -1.739 1.361 -0.242
N 0.951 -1.596 2.589 -0.206
C -0.425 -1.206 2.423 -0.172
H -0.792 -0.854 3.391 0.127
C -1.398 -2.271 1.865 -0.151
C -2.400 -1.674 0.866 -0.177
N -1.756 -1.376 -0.390 0.050
C -1.096 -0.249 -0.728 -0.217
C -0.128 -0.270 -1.701 -0.501
C 0.660 0.858 -2.137 -0.409
O 1.519 0.783 -3.001 0.066
C 0.390 2.124 -1.409 -0.091
C 1.167 3.241 -1.685 0.005
C 0.945 4.434 -1.017 -0.053
C -0.064 4.521 -0.070 -0.059
C -0.850 3.416 0.206 0.003
C -0.629 2.210 -0.455 -0.095
C -1.505 1.065 -0.148 -0.268
O -2.519 1.195 0.511 0.116
H -1.644 3.465 0.935 0.120
H -0.240 5.450 0.451 0.107
H 1.557 5.295 -1.236 0.108
H 1.943 3.151 -2.431 0.121
Cl 0.275 -1.787 -2.461 0.752
H -1.413 -2.193 -0.889 0.084
H -2.849 -0.768 1.271 0.108
H -3.193 -2.398 0.661 0.123
H -1.955 -2.735 2.679 0.107
H -0.830 -3.054 1.358 0.104
H -0.423 -0.344 1.749 0.099
C 1.266 -2.506 3.663 -0.244
C 0.943 -3.991 3.445 -0.084
H 1.364 -4.575 4.260 0.069
H 1.376 -4.345 2.512 0.068
H -0.129 -4.164 3.420 0.054
H 2.339 -2.409 3.857 0.114
H 0.737 -2.154 4.554 0.114
H 2.527 -2.441 1.531 0.116
H 1.095 -2.140 0.542 0.094

=====

49
Properties=species:S:1:pos:R:3:lowdin_charge:R:1 method="wB97M-V/def2-TZVPD" charge=-2 s2=0.7608 spin_multiplicity=2 e_above_lowest_kcal_mol=11.2 energy_ha=-5055.38151 orbital_gap_ev="6.0 / 5.8" lumo_energy_ev="4.7831 / 4.7828"
Cr 0.034 0.207 1.166 0.573
N 2.718 -2.154 -0.378 0.009
C 2.030 -3.265 0.270 -0.195
C 0.983 -2.835 1.329 -0.617
O 0.630 -3.711 2.109 0.014
O 0.582 -1.623 1.318 -0.184
H 3.648 -2.425 -0.667 0.048
H 2.803 -1.386 0.277 0.047
H 2.706 -3.945 0.801 0.097
H 1.499 -3.854 -0.484 0.104
C 0.707 1.057 -3.046 -0.067
C 1.914 1.744 -3.034 -0.086
C 2.587 1.860 -1.833 -0.024
C 2.059 1.291 -0.676 -0.206
N 0.881 0.630 -0.700 0.035
C 0.236 0.530 -1.858 -0.114
C 2.701 1.323 0.642 -0.195
C 4.011 1.771 0.843 -0.068
C 4.582 1.695 2.100 -0.134
C 3.843 1.165 3.154 -0.112
C 2.538 0.736 2.950 -0.084
C 1.918 0.811 1.699 -0.119
H 0.135 0.935 -3.957 0.093
H 2.315 2.180 -3.941 0.092
H 3.526 2.395 -1.785 0.092
H -0.712 0.003 -1.827 0.030
H 4.595 2.160 0.014 0.085
H 5.600 2.037 2.259 0.079
H 4.293 1.091 4.140 0.084
H 1.988 0.332 3.791 0.090
C -3.666 0.294 -2.832 -0.257
Si -4.020 -0.383 -1.074 0.040
C -5.158 0.935 -0.290 -0.245
C -5.154 -1.895 -1.352 -0.269
Se -2.238 -1.029 0.089 0.369
H -4.589 0.428 -3.407 0.005
H -3.017 -0.394 -3.380 0.007
H -3.154 1.259 -2.774 0.011
H -6.118 1.005 -0.813 0.005
H -4.681 1.918 -0.306 0.015
H -5.349 0.681 0.755 0.014
H -6.073 -1.650 -1.897 0.005
H -5.423 -2.319 -0.381 0.009
H -4.613 -2.669 -1.902 0.007
F -2.100 0.230 3.191 -0.032
C -0.726 0.249 3.047 -0.573
F -0.302 -0.760 3.905 -0.011
F -0.368 1.405 3.746 -0.028
F -0.603 1.942 1.001 -0.440

=====

40
Properties=species:S:1:pos:R:3:lowdin_charge:R:1 method="wB97M-V/def2-TZVPD" charge=+1 e_above_lowest_kcal_mol=0.0 energy_ha=-814.71780 orbital_gap_ev=5.1 lumo_energy_ev=-6.1026
F -4.029 4.052 -0.109 0.120
C -3.303 2.976 0.268 -0.198
C -2.464 3.031 1.372 0.034
C -1.716 1.946 1.749 0.021
C -1.776 0.732 1.029 -0.187
C -0.979 -0.349 1.477 0.131
C -0.838 -1.682 1.009 -0.179
C 0.020 -2.548 1.720 0.011
C 0.193 -3.854 1.333 -0.035
C -0.472 -4.355 0.230 -0.011
C -1.315 -3.535 -0.488 -0.035
C -1.495 -2.231 -0.112 0.012
C -2.646 0.703 -0.083 0.027
C -3.382 1.795 -0.448 0.036
H -2.419 3.948 1.926 0.133
H -1.076 2.009 2.614 0.132
H -0.377 -0.123 2.342 0.130
H 0.539 -2.171 2.585 0.127
H 0.850 -4.494 1.894 0.121
H -0.335 -5.379 -0.075 0.126
H -1.840 -3.912 -1.349 0.123
H -2.152 -1.649 -0.715 0.088
H -2.768 -0.173 -0.677 0.092
H -4.034 1.748 -1.300 0.136
C 2.243 2.895 0.427 -0.090
C 1.753 1.538 -0.042 -0.320
N 2.617 0.957 -1.074 -0.093
C 2.207 -0.358 -1.578 -0.316
C 3.148 -0.891 -2.642 -0.095
H 1.601 3.317 1.206 0.064
H 3.255 2.823 0.832 0.080
H 2.274 3.608 -0.400 0.076
H 1.718 0.832 0.797 0.100
H 0.725 1.602 -0.424 0.094
H 2.733 1.610 -1.855 0.119
H 2.167 -1.044 -0.722 0.102
H 1.178 -0.296 -1.958 0.099
H 2.843 -1.876 -3.005 0.072
H 3.190 -0.219 -3.502 0.073
H 4.165 -0.980 -2.252 0.078

=====

Listing maximum force for the structures above in their given order: 9.95, 0.87, 1.16, 1.69 eV/Å.